Version 1
ORCA calculation (ωB97M-V/def2-TZVPD) on the ion C3H6N3O with charge +1.

Element x y z (Å)
N: -0.9270 1.6335 -0.1152
N: -0.1058 0.5012 -0.0644
C: 0.7227 -0.0507 0.8080
O: 1.2072 0.4087 1.8803
C: 0.8884 -1.4416 0.4547
N: 0.2717 -1.8250 -0.5485
C: -0.4958 -0.7459 -1.0875
H: -1.7062 1.5078 -0.8231
H: -0.3656 2.4077 -0.6070
H: 0.7074 1.1894 2.1080
H: 1.4081 -2.1263 1.1282
H: 0.0199 -0.4431 -1.9976
H: -1.6252 -1.0157 -1.1358

## Properties
Charge: +1
Structure (SMILES): N[N+]1=C(O)C=NC1
HOMO-LUMO gap (Eh): 0.3730
HOMO (eV): -15.214
2S+1: 1

Version 2
ORCA calculation (ωB97M-V/def2-TZVPD) on the ion C3H6N3O with charge +1.

Element x y z (Å)
H: -1.3866 1.9183 -0.5925
N: -0.3845 1.9510 -0.2083
C: 0.1560 0.9100 0.1773
C: 1.6791 1.0161 0.4384
O: 2.4736 0.1386 0.1824
C: -0.4712 -0.5513 0.0054
N: 0.4619 -1.4066 -0.4003
N: -1.6992 -0.8664 0.1519
H: 1.8065 2.0525 0.4683
H: 1.4832 -0.8901 -0.2370
H: 0.3905 -2.3570 -0.4196
H: -2.4448 -0.1064 0.3403
H: -2.0644 -1.8089 0.0938

## Properties
Charge: +1
Structure (SMILES): [H]/N=C(/C=O)C(N)=[NH2+]
HOMO-LUMO gap (Eh): 0.3635
HOMO (eV): -15.118
2S+1: 1

Energy ordering: version 2 at the bottom, the next structure 0.972 eV above.

Version 1
ORCA calculation (ωB97M-V/def2-TZVPD) on a cluster of 3 separate species, C5H16N2S in total.

Element x y z (Å)
C: -1.1637 -2.1585 -0.3194
N: -1.3548 -2.3149 -1.7855
C: 0.2950 -2.4126 -0.0099
N: 0.7292 -2.2065 1.3691
H: -1.7627 -2.9015 0.2206
H: -1.4216 -1.1266 -0.0515
H: -1.1727 -3.3009 -1.9650
H: -2.3351 -2.1894 -2.0267
H: 0.9050 -1.7573 -0.6498
H: 0.6136 -3.4130 -0.3058
H: 1.2689 0.0023 0.4716
H: 0.5594 -1.2337 1.6328
H: 0.1540 -2.7813 1.9780
C: 0.7238 2.0351 -1.8207
C: 0.2313 2.9332 -0.6851
C: 0.6966 2.4764 0.6950
S: -0.0587 0.9532 1.3526
H: 1.7959 1.8143 -1.7178
H: 0.5948 2.4346 -2.8341
H: 0.2096 1.0693 -1.7447
H: 0.5501 3.9633 -0.7978
H: -0.8586 2.9752 -0.6584
H: 0.4857 3.2707 1.4235
H: 1.7783 2.3482 0.7225

## Properties
HOMO-LUMO gap (Eh): 0.3263
HOMO (eV): -9.224
2S+1: 1

Version 2
ORCA calculation (ωB97M-V/def2-TZVPD) on a cluster of 2 separate species, C5H16N2S in total.

Element x y z (Å)
C: -0.7270 -2.4741 1.7007
C: 0.3130 -2.3653 0.5901
C: 1.5289 -1.5529 1.0260
S: 0.9658 0.2766 1.8188
H: -0.3462 -2.9991 2.5967
H: -1.5377 -3.0849 1.2858
H: -1.1313 -1.5131 2.0359
H: 0.6592 -3.3744 0.3474
H: -0.1224 -1.8861 -0.2768
H: 2.2625 -1.3295 0.2651
H: 2.0178 -1.9343 1.9169
H: 1.3125 0.8519 0.3499
N: 1.3875 2.1164 -0.8581
C: -0.0397 2.3821 -1.1518
C: -0.8540 1.1392 -1.3886
N: -2.2786 1.5265 -1.4148
H: 2.0123 2.4457 -1.5888
H: 1.6826 2.2809 0.1006
H: -0.4582 2.9202 -0.2990
H: -0.0893 3.0711 -1.9998
H: -0.5978 0.6638 -2.3499
H: -0.5834 0.3842 -0.6447
H: -2.8400 0.6867 -1.6143
H: -2.5364 1.7686 -0.4472

## Properties
Structure (SMILES): CCCS.NCCN
HOMO-LUMO gap (Eh): 0.3438
HOMO (eV): -8.496
2S+1: 1

Energy ordering: version 2 at the bottom, the next structure 0.521 eV above.

Version 1
ORCA calculation (ωB97M-V/def2-TZVPD) on the molecule C3H3NOS.

Element x y z (Å)
S: 1.0382 -0.6399 1.5849
C: 0.1380 -0.1734 0.2958
C: -1.3420 -0.1505 0.1039
C: -1.4796 0.3816 -1.1176
N: -0.2399 0.9298 -1.5737
O: 0.7014 0.3071 -0.8217
H: -2.1009 -0.6105 0.8014
H: -2.3705 0.6745 -1.7104
H: 0.0301 0.8629 -2.5521

## Properties
Structure (SMILES): S=c1cc[nH]o1
HOMO-LUMO gap (Eh): 0.3220
HOMO (eV): -8.496
2S+1: 1

Version 2
ORCA calculation (ωB97M-V/def2-TZVPD) on the molecule C3H3NOS.

Element x y z (Å)
S: -2.0665 0.8902 -0.8270
C: -0.4155 0.3749 -0.4152
C: -0.1140 -0.8530 0.1859
C: 1.2272 -0.7713 0.3989
O: 1.7021 0.4108 -0.0385
N: 0.6253 1.1101 -0.6015
H: -2.0494 1.9505 0.0140
H: -0.8377 -1.6722 0.4061
H: 1.9285 -1.4401 0.8773

## Properties
Structure (SMILES): Sc1ccon1
HOMO-LUMO gap (Eh): 0.3864
HOMO (eV): -9.752
2S+1: 1

Version 3
ORCA calculation (ωB97M-V/def2-TZVPD) on the molecule C3H3NOS.

Element x y z (Å)
C: 2.6082 -0.0075 0.2320
C: 1.4450 0.1295 -0.0088
C: -0.2270 0.6016 -0.0600
O: -0.6416 1.6699 -0.3579
N: -0.8657 -0.5513 0.2023
S: -2.7186 -0.6721 -0.0124
H: 3.5609 -0.3882 0.4326
H: -0.4361 -1.4203 0.2351
H: -2.7251 0.6385 -0.6628

## Properties
Structure (SMILES): C#CC(=O)NS
HOMO-LUMO gap (Eh): 0.3564
HOMO (eV): -9.612
2S+1: 1

Energy ordering: version 2 at the bottom, the next structure 0.566 eV above.

Version 1
ORCA calculation (ωB97M-V/def2-TZVPD) on a cluster of 2 separate species, C3H3NOS in total.

Element x y z (Å)
C: 1.5215 0.5476 0.1087
C: -0.8888 0.5476 -0.5669
C: 0.2642 -0.0886 0.0934
N: 2.5508 1.0520 0.1122
O: -1.8831 -0.0597 -0.8669
S: 0.2706 -1.8477 0.0134
H: -0.7410 1.6092 -0.8194
H: -0.0273 0.1313 2.0279
H: -1.0668 -1.8917 -0.1024

## Properties
HOMO-LUMO gap (spin up / spin down) (Eh): 0.2910 / 0.2838
HOMO (spin up / spin down) (eV): -9.401 / -9.961
2S+1: 1

Version 2
ORCA calculation (ωB97M-V/def2-TZVPD) on the molecule C3H3NOS.

Element x y z (Å)
O: 0.4121 1.9955 -0.1365
C: -0.1770 1.0005 0.2366
N: 0.1569 -0.2390 0.0300
C: 1.4781 -0.8714 -0.1889
C: 2.6413 -0.3482 0.0069
S: 4.1061 0.2310 0.0638
H: -1.1105 0.9531 0.9137
H: -0.4839 -0.7430 -0.2382
H: 1.5026 -1.8756 -0.0867

## Properties
Structure (SMILES): O=CNC=C=S
HOMO-LUMO gap (Eh): 0.2906
HOMO (eV): -8.443
2S+1: 1

Energy ordering: version 2 at the bottom, the next structure 1.120 eV above.